Arrangement one

Formula: CH5N3S
Source: OMol25
Level of theory: wB97M-V/def2-TZVPD

Bonds (Å) are listed after each position.
Cartesian coordinates (Å):
1 N -1.61953 -0.98909 -0.17721  N2 1.491, H6 1.089, H7 1.230
2 N -0.78589 0.16721 0.25972  N1 1.491, C3 1.369, H8 1.214
3 C 0.56238 0.00357 0.08835  N2 1.369, N4 1.309, S5 1.667
4 N 1.07516 1.19150 -0.10937  C3 1.309, H9 1.105, H10 1.213
5 S 1.74148 -1.17395 0.04736  C3 1.667
6 H -1.98217 -1.43300 0.74855  N1 1.089
7 H -0.69451 -1.74212 -0.47660  N1 1.230
8 H -1.24816 0.92600 -0.56746  N2 1.214
9 H 0.70510 1.95822 0.59511  N4 1.105
10 H 2.24615 1.09166 -0.40847  N4 1.213

Computed properties:
LUMO energy: 0.0206 Eh
2S+1: 1
HOMO level: -8.586 eV
net charge: 0

***

Arrangement two

Formula: CH5N3S
Source: OMol25
Level of theory: wB97M-V/def2-TZVPD

Bonds (Å) are listed after each position.
Cartesian coordinates (Å):
1 N -1.04089 1.00155 -1.05031  N2 1.357, H6 1.087, H7 0.952
2 N 0.09339 0.65332 -1.70897  N1 1.357, C3 1.215
3 C 0.55261 -0.22038 -1.00069  N2 1.215, N4 1.456, H8 1.223
4 N -0.08050 -0.81343 0.16917  C3 1.456, S5 1.656, H9 1.260
5 S 0.39763 -0.25598 1.65346  N4 1.656, H10 1.448
6 H -1.53100 0.05757 -0.82535  N1 1.087
7 H -1.40133 1.60023 -1.69637  N1 0.952
8 H 1.52651 -0.90251 -1.28614  C3 1.223
9 H -0.44880 -1.99097 -0.08441  N4 1.260
10 H -0.62717 0.76357 1.57184  S5 1.448

Computed properties:
LUMO energy: 0.0164 Eh
2S+1: 1
HOMO level: -8.945 eV
net charge: 0

***

Arrangement three

Formula: CH5N3S
Source: OMol25
Level of theory: wB97M-V/def2-TZVPD

Bonds (Å) are listed after each position.
Cartesian coordinates (Å):
1 N -1.70241 0.24810 -0.61837  N2 1.444, H6 1.024, H7 1.005
2 N -1.11758 -1.00989 -0.21622  N1 1.444, C3 1.284
3 C 0.12795 -0.85956 0.05936  N2 1.284, N4 1.413, H8 1.106
4 N 0.79194 0.38013 0.19956  C3 1.413, S5 1.691, H9 0.977
5 S 2.44909 0.55273 -0.08918  N4 1.691, H10 1.341
6 H -2.55489 0.10404 -1.16741  N1 1.024
7 H -1.90702 0.69221 0.25973  N1 1.005
8 H 0.78852 -1.73255 0.21381  C3 1.106
9 H 0.20604 1.16209 0.19453  N4 0.977
10 H 2.91837 0.46270 1.16418  S5 1.341

Computed properties:
LUMO energy: 0.0306 Eh
2S+1: 1
HOMO level: -8.862 eV
net charge: 0

***

What are the relative energies? In kJ/mol: arrangement one 168.5; arrangement two 257.7; arrangement three 0.0.